# 1
5
Properties=species:S:1:pos:R:3:forces:R:3 method="wB97M-V/def2-TZVPD" lumo_energy_ev=-0.373 de_lowest_kcal_mol=14.5 smiles="O=S1(=O)OO1" total_energy_ha=-698.96522 homo_lumo_gap_ev=11.9666
S 0.255920 -0.099005 0.035714 5.478 3.340 -1.914
O -1.072180 0.288611 -0.721582 0.111 -0.211 -2.749
O -1.109265 0.249837 0.726531 0.201 0.060 3.110
O 1.374989 0.949171 -0.143309 -4.782 -3.438 1.207
O 0.695507 -1.449023 0.036832 -1.008 0.249 0.346


# 2
22
Properties=species:S:1:pos:R:3:forces:R:3 method="wB97M-V/def2-TZVPD" charge=-1 lumo_energy_ev=3.787 de_lowest_kcal_mol=24.3 total_energy_ha=-515.57350 homo_lumo_gap_ev=8.5597
O -3.358030 0.526953 0.759189 -0.199 -0.034 -0.263
O -1.366837 -0.499529 2.684463 0.325 -0.361 -0.160
O 1.748325 -1.859559 0.094383 -0.178 0.282 -0.711
O 2.686132 0.387850 -0.106606 -1.694 -0.006 -0.854
O 1.298887 2.439903 -1.205665 -1.875 -1.041 -0.430
N -0.149701 -0.438752 -0.169123 -0.067 -0.237 0.304
C 0.425066 -1.805246 -0.317503 -0.112 0.506 1.668
C -0.734202 0.202386 -1.321855 -1.086 -0.803 0.040
H 3.473877 0.532567 0.368060 1.303 0.236 0.879
H 1.883831 3.157975 -1.096147 1.202 0.702 0.484
H -0.881963 0.285323 2.947380 -0.056 0.224 0.124
H 1.605350 1.640957 -0.702865 1.086 0.550 -0.164
H 0.576466 0.162132 0.200706 0.209 -0.069 0.020
H -0.835132 -0.797535 1.917357 -0.378 0.155 -0.091
H 2.188990 -0.851812 -0.000213 0.360 -0.419 -0.041
H -2.636561 0.411561 0.127151 -0.075 -0.008 0.205
H -0.106455 -2.394349 0.447623 -0.343 -0.519 -0.547
H -3.064701 -0.001425 1.510372 0.253 0.066 0.166
H -0.051385 0.359610 -2.152833 0.031 0.449 -0.095
H -1.611696 -0.344752 -1.687976 0.311 -0.728 -0.184
H -1.272772 1.072814 -0.976235 0.711 1.055 -0.188
H 0.182511 -2.187072 -1.319664 0.272 0.000 -0.164


HOMO level in hartree, matching the order above: -0.4535; -0.1754